A molecular structure, C23H49F4I3N13O16PSSi, computed with wB97M-V/def2-TZVPD.

Structure (ORCA input):
```
! wB97M-V def2-TZVPD RIJCOSX def2/J DEFGRID3
* xyz 0 1
C 1.9477 -3.6782 -1.9033
C 1.6029 -3.2219 -0.5273
I 1.6088 -4.9843 0.7274
C 1.3602 -1.9964 -0.1027
I 1.0829 -1.9675 2.0235
C 1.3631 -0.8349 -1.1143
P 3.2850 -0.6052 -1.4901
O 3.6801 -1.5826 -2.7459
I 4.6191 -1.6102 0.3361
C 0.4601 -1.0711 -2.3552
O -0.3917 -2.1648 -2.2179
O 1.1122 -1.1786 -3.6248
S 1.4669 0.3099 -4.2916
O 0.2740 0.5724 -5.0150
O 1.5085 1.3799 -3.1113
C 1.3547 1.7205 -1.7571
O 2.6105 2.3492 -1.3754
N 3.6082 2.3317 -2.3539
O 4.4261 3.1326 -2.1202
C 0.3903 2.9695 -1.8710
F 1.1772 3.9358 -2.4573
F -0.0236 3.5412 -0.7632
C -0.7590 2.8102 -2.9497
F -1.7850 3.5421 -2.4968
F -0.4096 3.3386 -4.1018
C 0.9607 0.6558 -0.6599
C -0.5788 0.7884 -0.3839
C -1.3468 -0.3739 0.2486
O -2.7507 -0.0648 0.1100
Si -3.5840 -0.9287 -1.0744
C -3.4935 -2.8050 -0.8645
C -5.4060 -0.4717 -0.8423
C -3.1710 -0.4486 -2.8571
C 1.6143 1.0191 0.7028
C 1.6486 2.4669 1.2121
C 2.3762 2.4455 2.5328
O 2.0034 1.8288 3.4878
O 3.5130 3.1299 2.5539
H 1.9125 -2.9710 -2.7190
H 1.3047 -4.5151 -2.1600
H 2.9476 -4.1037 -1.8811
H 4.3182 -1.1434 -3.3230
H -0.2542 -0.2639 -2.5216
H -0.2824 -2.7308 -2.9925
H -1.0863 1.7871 -3.0956
H -1.1433 1.0130 -1.2854
H -0.7349 1.6253 0.2775
H -1.1832 -1.3566 -0.1855
H -1.1861 -0.3518 1.3124
H -3.3241 -3.2409 -1.8451
H -2.6859 -3.1410 -0.2171
H -4.4424 -3.1929 -0.5138
H -5.5909 0.3780 -1.4970
H -5.9550 -1.3137 -1.2608
H -5.6665 -0.2907 0.1931
H -2.4515 0.3630 -2.9630
H -4.0778 -0.1157 -3.3504
H -2.8132 -1.2871 -3.4445
H 2.5756 0.5408 0.8730
H 0.9518 0.5815 1.4283
H 2.1247 3.2408 0.6188
H 0.6544 2.8156 1.4663
H 3.5987 3.5830 3.4055
C 4.2431 4.4340 6.2464
O 3.9376 4.9411 5.1798
N 4.1426 3.0888 6.4663
N 4.7110 5.1666 7.2969
H 4.3902 2.6469 7.3312
H 3.8070 2.5235 5.7053
H 4.7964 6.1569 7.1628
H 4.9683 4.7702 8.1803
C -0.1178 0.6014 7.1284
O -0.8164 0.0388 7.9521
N 1.1128 1.1160 7.4387
N -0.4936 0.7710 5.8290
H 1.6985 1.5834 6.7740
H 1.4266 1.0126 8.3851
H -1.3899 0.4097 5.5611
H 0.0754 1.2312 5.1386
C 3.1015 6.2607 0.0302
O 2.7531 5.2612 0.6323
N 3.1459 6.3138 -1.3329
N 3.4752 7.4068 0.6749
H 3.4295 7.1241 -1.8491
H 2.8761 5.4851 -1.8319
H 3.4533 7.3949 1.6780
H 3.7657 8.2409 0.2024
C 3.3722 -7.3658 3.8706
O 4.2191 -7.1943 3.0158
N 3.6843 -7.7137 5.1570
N 2.0345 -7.2247 3.6175
H 3.0017 -7.8591 5.8758
H 4.6562 -7.8253 5.3768
H 1.7726 -6.9683 2.6838
H 1.3181 -7.3605 4.3048
C -7.8870 -3.5337 -1.7406
O -6.7171 -3.2229 -1.8715
N -8.4899 -3.6187 -0.5166
N -8.6905 -3.8208 -2.8077
H -9.4505 -3.8715 -0.3859
H -7.9259 -3.4122 0.2867
H -8.2759 -3.7655 -3.7197
H -9.6552 -4.0778 -2.7248
C -3.3206 -0.9155 -6.7621
O -3.9914 -1.5102 -5.9373
N -2.0836 -0.4128 -6.4809
N -3.7566 -0.7040 -8.0438
H -1.5170 0.0788 -7.1449
H -1.7311 -0.5447 -5.5509
H -4.6622 -1.0608 -8.2837
H -3.2237 -0.2180 -8.7390
*
```

Calculated values
Highest occupied orbital energy in eV: -8.3
Orbital gap in eV: 8.12

Mulliken atomic charge list, values in e, 4 entries: atom 1 (C): -2.11, atom 2 (C): 0.30, atom 3 (I): 0.10, atom 4 (C): -2.11


A molecular structure, C23H49GdN4P3S, computed with wB97M-V/def2-TZVPD.

Structure (ORCA input):
```
! wB97M-V def2-TZVPD RIJCOSX def2/J DEFGRID3
* xyz 3 8
Gd -0.3669 0.0136 -0.2225
P 2.2480 -0.1524 1.2745
P 0.8762 2.3659 -1.1575
P 0.0747 -2.7436 0.5548
H -2.3470 -0.8950 -5.0994
C -2.6198 -1.7227 -4.4351
C -3.2760 -1.3586 -3.2466
H -3.4385 -0.2633 -3.2285
C 3.7351 -0.7650 0.3811
C 3.0018 1.4047 1.9218
C 2.4645 -1.1044 2.8473
C 0.0444 3.4167 -2.4234
C 1.5813 3.6706 -0.0379
C 2.4421 1.8688 -1.9801
C -1.1052 -3.8409 -0.3297
C -0.2017 -3.3922 2.2344
C 1.6468 -3.6027 0.1815
H -2.4038 -2.7752 -4.6827
H -3.9703 -2.0674 -2.7546
H 4.5663 -0.7460 1.0986
H 3.9563 -0.1124 -0.4706
H 3.5777 -1.7840 0.0162
H 3.7272 1.1352 2.7185
H 2.2308 2.0625 2.3658
H 3.5554 1.9616 1.1412
H 3.4041 -0.7506 3.2993
H 2.5615 -2.1856 2.6944
H 1.6568 -0.9201 3.5668
H 0.6236 4.3441 -2.5643
H -0.9464 3.6799 -2.0409
H -0.0898 2.8938 -3.3872
H 2.4595 4.0999 -0.5292
H 1.9005 3.2867 0.9379
H 0.8405 4.4723 0.1219
H 2.6163 2.5754 -2.7987
H 2.3706 0.8471 -2.3771
H 3.2741 1.9273 -1.2670
H -0.7272 -4.8660 -0.2129
H -1.1917 -3.5925 -1.4008
H -2.1011 -3.7638 0.1212
H -0.1370 -4.4813 2.1682
H -1.1985 -3.1134 2.5896
H 0.5498 -3.0272 2.9342
H 1.4018 -4.6625 0.0815
H 2.3772 -3.4857 0.9845
H 2.0553 -3.2220 -0.7574
C -0.2358 -0.7516 -3.4297
C 0.7869 -1.6654 -3.7884
C 1.4535 -1.4249 -5.0149
C 1.0749 -0.3318 -5.8191
C 0.1934 0.6492 -5.3419
C -0.5216 0.4086 -4.1704
S -1.3989 -1.3419 -2.2602
H 0.7008 -1.0794 -1.6613
H 0.8756 -2.5701 -3.1999
H 2.2709 -2.0739 -5.3170
H 1.5306 -0.2618 -6.8245
H 0.1031 1.5946 -5.8945
H -1.4573 0.9295 -3.9088
C -0.7091 0.3086 3.0823
N -1.4586 0.7214 1.8133
C -1.5126 2.2278 1.8068
N -2.1810 2.7450 3.0170
C -1.4408 2.2869 4.2237
N -1.3799 0.8060 4.2725
C -2.7556 0.2824 4.3468
N -3.5485 0.6770 3.1421
C -2.8636 0.1555 1.9308
C -3.5629 2.1636 3.0913
H 0.3004 0.7577 3.0157
H -0.6614 -0.7967 3.1216
H -2.0759 2.5757 0.9212
H -0.4708 2.6060 1.7907
H -1.9815 2.6472 5.1155
H -0.4130 2.6910 4.1945
H -2.7248 -0.8190 4.4139
H -3.2431 0.7159 5.2418
H -3.4403 0.4561 1.0384
H -2.7979 -0.9489 2.0106
H -4.0309 2.5478 4.0171
H -4.1240 2.4824 2.1920
*
```

Calculated values
⟨S²⟩: 16.092
Highest occupied orbital energy (spin up / spin down) in eV: -16.4 / -16.4
Orbital gap (spin up / spin down) in eV: 5.11 / 5.32

Mulliken atomic charge list, values in e, 4 entries: atom 1 (Gd): -0.28, atom 2 (P): 0.96, atom 3 (P): 1.23, atom 4 (P): 1.49


A molecular structure, C23H49MnN3P4Se, computed with wB97M-V/def2-TZVPD.

Structure (ORCA input):
```
! wB97M-V def2-TZVPD RIJCOSX def2/J DEFGRID3
* xyz 3 5
Mn -1.0319 -0.5195 -0.5665
P -1.2026 -2.6676 0.6253
P 1.9122 -0.9533 1.9574
P 1.4505 -1.6237 -1.7400
H -2.1071 1.3359 -2.0537
C -1.7516 0.3062 -2.1301
C -2.6373 -0.7570 -1.5149
H -3.5546 -0.4115 -1.0472
C -2.8214 -2.4448 1.4673
C -0.4179 -3.8495 1.8461
C -1.6458 -3.9020 -0.6868
C 3.1083 0.3875 1.8021
C 1.0757 -0.8015 3.5473
C 2.8343 -2.4978 1.9222
C 1.0734 -1.4473 -3.5223
C 1.8356 -3.4361 -1.5945
C 3.2242 -1.0903 -1.7911
H -1.3405 0.0797 -3.1120
H -2.7177 -1.7057 -2.0499
H -3.1240 -1.3927 1.3491
H -2.6786 -2.6628 2.5381
H -3.6123 -3.1001 1.0625
H -0.0825 -3.3109 2.7400
H 0.4211 -4.3873 1.3772
H -1.1566 -4.5957 2.1866
H -2.7417 -3.9726 -0.7927
H -1.2438 -4.8919 -0.4371
H -1.2119 -3.5654 -1.6348
H 3.8707 0.1611 2.5526
H 2.5941 1.3429 1.9789
H 3.5122 0.3781 0.7772
H 1.8283 -1.0963 4.3043
H 0.1986 -1.4634 3.6577
H 0.7736 0.2428 3.7361
H 3.5417 -2.4145 2.7691
H 3.3983 -2.6259 0.9829
H 2.1862 -3.3741 2.0860
H 1.7103 -2.1493 -4.0776
H 1.2601 -0.4217 -3.8704
H 0.0240 -1.6983 -3.7114
H 2.4231 -3.6990 -2.4861
H 0.9275 -4.0483 -1.5703
H 2.4420 -3.6517 -0.7034
H 3.7326 -1.7364 -2.5170
H 3.7293 -1.1983 -0.8259
H 3.3529 -0.0593 -2.1350
C 1.3931 1.9449 -2.8525
C 0.3638 2.5012 -3.6029
C 0.5843 2.8020 -4.9500
C 1.8757 2.7617 -5.4827
C 2.9413 2.4201 -4.6432
C 2.7121 2.0631 -3.3074
Se 1.0450 1.0663 -1.0891
H 1.3318 -0.5504 0.6922
H -0.6037 2.6839 -3.1556
H -0.2561 3.0575 -5.6050
H 2.0759 3.0256 -6.5333
H 3.9511 2.4349 -5.0446
H 3.5479 1.9020 -2.6392
C -1.4215 2.7939 3.7648
N -0.7405 3.4350 2.6156
C -1.7025 4.2403 1.8509
N -2.8828 3.4700 1.3990
C -3.5316 2.8457 2.5668
N -2.5986 2.0064 3.3531
C -2.2507 0.8023 2.6314
P -1.3337 1.2280 1.0344
C -0.0791 2.4520 1.7619
C -2.5461 2.4853 0.3793
H -1.7706 3.5947 4.4327
H -0.7075 2.1330 4.2786
H -1.1942 4.6614 0.9786
H -2.0528 5.0393 2.5125
H -4.3467 2.2069 2.2049
H -3.9076 3.6315 3.2397
H -1.6230 0.1546 3.2583
H -3.1725 0.2601 2.3751
H 0.6752 1.9190 2.3568
H 0.4404 2.9736 0.9429
H -3.4577 1.9554 0.0802
H -2.1193 2.9876 -0.4995
*
```

Calculated values
⟨S²⟩: 6.352
Highest occupied orbital energy (spin up / spin down) in eV: -16.3 / -16.4
Orbital gap (spin up / spin down) in eV: 4.89 / 5.20

Mulliken atomic charge list, values in e, 4 entries: atom 1 (Mn): 0.02, atom 2 (P): 1.60, atom 3 (P): 0.62, atom 4 (P): 0.65


Ordered E results: -5143.156594 -3311.585887 -5986.776243; unit Eh.